Entry from OMol25: 4 unconnected molecules or ions with the total composition C10H24O14S4 at a distorted geometry (ωB97M-V with the def2-TZVPD basis set).

CARTESIAN COORDINATES (ANGSTROEM)
S1 2.861 -1.522 1.393
S2 -2.158 -2.583 5.227
S3 -3.414 -0.566 -1.182
S4 1.199 3.949 -2.416
O1 1.825 5.403 -1.931
O2 -3.443 -2.886 4.615
O3 3.924 -0.816 2.125
O4 1.549 -0.630 0.846
O5 3.436 -1.887 -0.126
O6 0.931 3.978 -3.833
O7 -4.176 -0.544 -2.412
O8 -2.206 -1.569 -1.396
O9 -0.887 -3.286 4.494
O10 -2.054 -2.367 6.706
O11 -1.709 -1.172 4.562
O12 -3.010 0.724 -0.589
O13 2.085 2.912 -1.829
O14 2.364 -2.729 1.939
C1 1.803 -0.179 -0.487
C2 -0.752 -2.859 3.144
C3 4.218 5.347 -1.983
C4 -0.389 3.962 -1.414
C5 -4.272 -1.535 0.207
C6 -0.993 -1.329 3.358
C7 -1.177 -3.803 -1.778
C8 2.438 -1.464 -1.018
C9 2.974 5.429 -1.088
C10 -2.267 -2.806 -2.113
H1 4.303 4.299 -2.272
H2 -5.293 -1.234 0.441
H3 0.272 -2.878 2.772
H4 0.865 0.115 -0.958
H5 5.189 5.613 -1.566
H6 2.961 6.421 -0.634
H7 -4.184 -2.614 0.078
H8 -2.288 -2.596 -3.182
H9 -1.118 4.771 -1.470
H10 -0.245 -3.293 -1.534
H11 -0.799 -4.312 -2.665
H12 -0.162 -0.625 3.317
H13 -3.165 -3.411 -1.991
H14 -1.596 -0.995 2.513
H15 4.010 6.068 -2.774
H16 -0.021 3.827 -0.397
H17 2.567 0.598 -0.514
H18 2.939 -1.337 -1.978
H19 -1.381 -4.493 -0.959
H20 1.605 -2.167 -1.039
H21 -1.570 -3.298 2.574
H22 -3.802 -1.350 1.173
H23 3.059 4.711 -0.272
H24 -0.843 3.009 -1.684

Properties
Electronic energy   -82748.45506 eV
Total charge   +1
⟨S²⟩   0.758
LUMO (alpha / beta)   -4.6 / -10.8 eV
2S+1   2
Gap between HOMO and LUMO (alpha / beta)   8.427 / 2.169 eV

Here are the natural (NBO) charges for atoms 1 to 6, given in e: number 1, S, carries 2.46; number 2, S, carries 2.41; number 3, S, carries 2.33; number 4, S, carries 2.30; number 5, O, carries -0.70; number 6, O, carries -0.69

***

Entry from OMol25: 2 unconnected molecules or ions with the total composition C12H28BBr2NO4P at a distorted geometry (ωB97M-V with the def2-TZVPD basis set).

CARTESIAN COORDINATES (ANGSTROEM)
Br1 1.744 2.909 -1.355
Br2 -0.399 4.819 0.356
P1 3.034 0.802 2.227
O1 3.750 -0.140 3.206
O2 3.133 0.084 0.696
O3 -3.007 -3.306 -1.664
O4 1.429 1.080 2.699
N1 -1.335 -0.917 -0.686
C1 0.438 -2.782 -0.331
C2 1.732 5.198 2.501
C3 -2.632 -0.548 -2.869
C4 -2.566 -4.567 -2.161
C5 1.414 4.498 1.123
C6 -1.458 0.566 -0.331
C7 2.302 3.672 0.407
C8 -2.510 -1.622 0.021
C9 0.038 -1.332 -0.143
C10 -1.354 -1.038 -2.211
C11 -2.734 -3.102 -0.289
C12 3.929 2.447 2.320
B1 3.776 3.368 1.003
H1 -0.511 -0.445 -2.576
H2 -1.155 -2.072 -2.475
H3 4.769 3.826 0.532
H4 0.019 -3.414 0.452
H5 -0.668 1.110 -0.848
H6 5.018 2.280 2.621
H7 3.461 3.014 3.196
H8 0.176 -3.192 -1.307
H9 -1.350 0.669 0.750
H10 1.101 6.145 2.619
H11 0.836 0.624 2.073
H12 -2.792 0.522 -2.718
H13 -2.439 0.927 -0.633
H14 -1.904 -3.716 0.053
H15 -1.651 -4.415 -2.741
H16 2.852 0.711 -0.007
H17 -2.343 -1.491 1.091
H18 -3.519 -1.078 -2.524
H19 -3.615 -3.435 0.272
H20 1.517 4.489 3.374
H21 -3.404 -1.062 -0.257
H22 -2.561 -0.708 -3.947
H23 0.767 -0.692 -0.649
H24 1.522 -2.871 -0.225
H25 0.051 -1.084 0.922
H26 -3.333 -4.966 -2.826
H27 2.811 5.527 2.625
H28 -2.375 -5.293 -1.366

Properties
Electronic energy   -172621.91485 eV
Total charge   +1
LUMO   -3.4 eV
2S+1   1
Gap between HOMO and LUMO   8.577 eV

Here are the natural (NBO) charges for atoms 1 to 6, given in e: number 1, Br, carries 0.03; number 2, Br, carries 0.04; number 3, P, carries 2.25; number 4, O, carries -1.05; number 5, O, carries -0.97; number 6, O, carries -0.56